Below is a molecular structure, C8H18AgCuN3O5S2, with properties calculated with the ωB97M-V functional and the def2-TZVPD basis.

Structure (XYZ):
```
38
Properties=species:S:1:pos:R:3
Cu -1.49 -2.49 0.92
Ag 0.74 2.99 3.12
N -0.86 0.69 2.16
O -0.22 0.55 3.18
O -1.17 -0.25 1.39
O -1.06 1.80 1.85
C 2.73 -0.32 3.39
C 4.01 -0.98 2.98
N 5.00 -1.51 2.67
H 2.13 -1.01 3.99
H 2.11 0.02 2.56
H 3.03 0.51 4.02
C -3.39 1.86 -0.32
C -2.29 1.78 -1.22
N -1.32 1.79 -1.93
H -4.29 2.27 -0.79
H -3.03 2.43 0.54
H -3.59 0.84 0.01
C 2.10 0.34 -0.46
S 2.53 2.14 -0.25
O 2.02 2.46 1.16
C 4.37 1.96 -0.07
H 2.65 -0.37 0.15
H 2.43 0.04 -1.45
H 1.03 0.13 -0.42
H 4.77 1.39 -0.91
H 4.62 1.60 0.93
H 4.68 3.00 -0.17
C -3.24 -3.62 -2.38
S -3.47 -1.89 -1.99
O -2.65 -1.74 -0.68
C -2.47 -1.25 -3.42
H -2.17 -3.83 -2.36
H -3.72 -3.84 -3.34
H -3.64 -4.30 -1.63
H -3.15 -0.61 -3.99
H -2.08 -1.95 -4.16
H -1.64 -0.66 -3.04
```

⟨S²⟩: 2.003
Net charge: +1
2S+1: 3
HOMO level (spin up / spin down): -11.07 / -12.38 eV